C2H5ClOS | ωB97M-V with the def2-TZVPD basis set

For the energy above the lowest of the compared OMol25 structures with the same formula, charge and spin, the calculation gives 31.78 kcal per mole. The calculation puts the gap between HOMO and LUMO (alpha / beta) at 7.67 / 7.05 eV. The expectation value of S² is 2.01. Its spin multiplicity is 3. For the LUMO energy (alpha / beta), the calculation gives 0.86 / -2.47 eV. As for the net charge: 0.

CARTESIAN COORDINATES (ANGSTROEM)
C  -1.24  -0.87  0.26
C  1.29  -0.08  -0.48
O  -0.11  1.67  0.29
S  0.51  -1.23  0.49
Cl  2.95  -0.02  -0.24
H  -1.77  -1.41  0.97
H  -1.59  -1.12  -0.71
H  -1.34  0.23  0.22
H  0.97  0.45  -1.44
H  0.32  2.39  0.63



C52H61AsN2O7S2SiTi | ωB97M-V with the def2-TZVPD basis set

For the energy above the lowest of the compared OMol25 structures with the same formula, charge and spin, the calculation gives 25.57 kcal per mole. The calculation puts the gap between HOMO and LUMO (alpha / beta) at 4.93 / 7.86 eV. The expectation value of S² is 2.00. Its spin multiplicity is 3. For the LUMO energy (alpha / beta), the calculation gives 0.50 / 0.50 eV. As for the net charge: 0.

CARTESIAN COORDINATES (ANGSTROEM)
Ti  -0.32  -0.17  0.06
C  2.37  -0.26  -2.35
C  3.02  0.12  -1.04
C  4.24  -0.76  -0.78
C  3.43  1.58  -1.10
O  2.03  -0.10  0.00
Si  2.21  -0.02  1.68
S  0.32  -0.38  2.39
O  2.82  1.50  1.92
C  3.40  2.09  3.10
C  4.86  1.67  3.20
C  3.30  3.59  2.92
C  2.63  1.67  4.35
O  3.38  -1.04  2.23
C  3.38  -2.35  2.80
C  2.59  -3.32  1.92
C  2.80  -2.30  4.21
C  4.84  -2.77  2.85
H  3.07  -0.11  -3.17
H  1.50  0.38  -2.52
H  2.05  -1.30  -2.35
H  4.94  -0.67  -1.61
H  3.94  -1.81  -0.67
H  4.75  -0.47  0.14
H  4.13  1.73  -1.93
H  3.90  1.90  -0.17
H  2.54  2.20  -1.27
H  5.43  2.06  2.34
H  4.94  0.58  3.19
H  5.31  2.05  4.12
H  3.79  3.90  1.99
H  3.78  4.11  3.75
H  2.25  3.90  2.88
H  2.77  0.60  4.55
H  1.56  1.84  4.21
H  2.98  2.24  5.22
H  1.59  -2.92  1.73
H  2.50  -4.29  2.42
H  3.11  -3.47  0.97
H  1.77  -1.95  4.18
H  3.39  -1.62  4.83
H  2.83  -3.30  4.66
H  5.27  -2.75  1.85
H  4.93  -3.78  3.26
H  5.41  -2.09  3.49
C  0.90  4.13  0.13
S  -0.24  2.93  0.80
O  -0.10  1.79  -0.22
C  -1.70  3.82  0.26
C  -2.28  3.50  -0.95
C  -3.43  4.17  -1.35
C  -3.99  5.15  -0.53
C  -3.40  5.44  0.70
C  -2.26  4.77  1.10
H  0.76  4.15  -0.96
H  1.90  3.80  0.39
H  0.69  5.11  0.56
H  -1.84  2.73  -1.57
H  -3.90  3.93  -2.30
H  -4.89  5.67  -0.83
H  -3.84  6.18  1.35
H  -1.81  4.96  2.07
O  -0.15  -2.00  -0.35
As  -0.85  -2.83  -1.64
C  -1.09  -1.67  -3.16
C  -0.98  -2.16  -4.44
C  -0.95  -1.27  -5.52
C  -1.00  0.09  -5.30
C  -1.08  0.58  -4.01
C  -1.12  -0.29  -2.94
C  0.52  -4.06  -2.19
C  1.80  -3.88  -1.69
C  2.83  -4.74  -2.07
C  2.56  -5.77  -2.96
C  1.28  -5.97  -3.44
C  0.25  -5.12  -3.04
C  -2.13  -4.10  -1.02
C  -3.18  -4.58  -1.78
C  -3.99  -5.58  -1.25
C  -3.74  -6.08  0.02
C  -2.69  -5.58  0.78
C  -1.87  -4.59  0.26
H  -0.92  -3.22  -4.62
H  -0.88  -1.66  -6.53
H  -0.96  0.77  -6.14
H  -1.10  1.65  -3.84
H  -1.20  0.13  -1.94
H  1.98  -3.07  -1.00
H  3.83  -4.60  -1.68
H  3.36  -6.44  -3.27
H  1.07  -6.79  -4.12
H  -0.76  -5.30  -3.39
H  -3.38  -4.17  -2.76
H  -4.82  -5.96  -1.83
H  -4.38  -6.86  0.43
H  -2.51  -5.97  1.77
H  -1.05  -4.18  0.84
O  -2.37  1.62  1.95
C  -2.94  0.87  1.19
N  -4.31  0.83  1.06
C  -4.73  -0.25  0.20
C  -3.34  -0.71  -0.30
O  -3.20  -1.57  -1.16
N  -2.33  -0.02  0.28
C  -5.48  -1.32  0.99
C  -6.76  -1.02  1.44
C  -7.46  -1.92  2.23
C  -6.88  -3.14  2.58
C  -5.61  -3.45  2.11
C  -4.91  -2.54  1.32
C  -5.56  0.24  -0.99
C  -5.95  1.57  -1.10
C  -6.71  2.00  -2.18
C  -7.08  1.11  -3.17
C  -6.69  -0.23  -3.08
C  -5.94  -0.66  -1.99
H  -4.88  1.15  1.83
H  -7.22  -0.08  1.16
H  -8.45  -1.67  2.59
H  -7.42  -3.84  3.20
H  -5.15  -4.40  2.36
H  -3.91  -2.79  0.97
H  -5.64  2.28  -0.33
H  -7.01  3.04  -2.25
H  -7.68  1.44  -4.02
H  -6.97  -0.93  -3.85
H  -5.63  -1.69  -1.91



C33H38IrN2O2Te | ωB97M-V with the def2-TZVPD basis set

The calculation puts the gap between HOMO and LUMO (alpha / beta) at 6.38 / 5.60 eV. The expectation value of S² is 1.13. Its spin multiplicity is 2. For the LUMO energy (alpha / beta), the calculation gives -7.62 / -7.71 eV. As for the net charge: +2.

CARTESIAN COORDINATES (ANGSTROEM)
Ir  -0.16  -0.59  0.71
C  2.49  1.49  0.88
C  1.85  2.51  1.56
C  0.94  2.23  2.58
C  0.72  0.92  2.96
C  1.40  -0.14  2.32
C  2.27  0.17  1.25
H  3.20  1.72  0.09
H  2.05  3.54  1.29
H  0.42  3.03  3.08
H  0.04  0.70  3.77
H  1.40  -1.12  2.77
H  2.82  -0.63  0.77
C  -2.67  3.35  -1.49
N  -1.79  2.41  -0.78
C  -0.52  2.16  -1.46
C  -2.16  1.81  0.33
C  -3.49  2.10  0.94
O  -1.42  0.97  0.94
H  -2.05  4.06  -2.03
H  -3.29  3.91  -0.79
H  -3.30  2.82  -2.20
H  0.14  3.03  -1.34
H  -0.71  2.01  -2.52
H  -0.02  1.28  -1.05
H  -3.63  3.16  1.12
H  -3.56  1.57  1.89
H  -4.29  1.75  0.28
C  8.15  -2.51  0.83
C  6.73  -2.91  0.62
C  5.79  -2.79  1.64
C  4.46  -3.17  1.46
C  3.54  -3.03  2.64
C  4.08  -3.66  0.20
Te  2.09  -4.27  0.01
N  0.40  -2.37  0.33
C  -0.79  -2.73  -0.17
O  -1.48  -1.68  -0.47
C  -1.37  -4.06  -0.39
C  -1.07  -5.12  0.46
C  -1.63  -6.37  0.22
C  -2.47  -6.55  -0.87
C  -2.78  -5.48  -1.70
C  -2.24  -4.23  -1.46
C  1.59  -3.92  -1.99
C  0.87  -4.97  -2.56
C  0.45  -4.89  -3.87
C  0.74  -3.74  -4.60
C  1.44  -2.69  -4.02
C  1.88  -2.75  -2.70
C  2.59  -1.56  -2.12
C  5.01  -3.85  -0.84
C  4.70  -4.50  -2.16
C  6.32  -3.46  -0.60
H  8.30  -2.02  1.79
H  8.48  -1.82  0.04
H  8.80  -3.38  0.78
H  6.10  -2.41  2.60
H  4.06  -3.31  3.55
H  2.64  -3.66  2.58
H  3.21  -2.00  2.75
H  -0.46  -4.96  1.34
H  -1.42  -7.19  0.89
H  -2.90  -7.52  -1.06
H  -3.45  -5.63  -2.54
H  -2.48  -3.39  -2.10
H  0.65  -5.87  -1.99
H  -0.09  -5.71  -4.32
H  0.42  -3.66  -5.63
H  1.65  -1.80  -4.60
H  3.39  -1.23  -2.79
H  3.04  -1.76  -1.15
H  1.89  -0.72  -2.01
H  3.95  -5.29  -2.07
H  5.60  -4.96  -2.56
H  4.34  -3.78  -2.89
H  7.05  -3.61  -1.38



C14H16N2O6S | ωB97M-V with the def2-TZVPD basis set

For the energy above the lowest of the compared OMol25 structures with the same formula, charge and spin, the calculation gives 101.82 kcal per mole. The calculation puts the gap between HOMO and LUMO at 8.39 eV. For the LUMO energy, the calculation gives -0.42 eV. As for the net charge: 0.

CARTESIAN COORDINATES (ANGSTROEM)
O  3.33  -2.20  -0.49
O  1.24  -0.49  2.51
O  -0.22  3.21  -2.20
O  -0.31  -1.79  -3.28
O  2.98  -3.47  1.31
O  -3.42  1.24  1.23
C  2.56  -2.68  0.34
C  0.33  -1.32  2.35
C  0.93  3.20  -2.53
C  1.10  -2.39  0.29
C  0.35  -2.01  -0.81
C  0.90  0.80  -2.75
C  1.65  -0.31  -2.58
C  -2.02  -0.19  2.63
C  -1.08  -1.07  2.10
N  1.54  2.01  -2.82
N  0.28  -2.39  1.45
S  0.95  -1.96  -2.51
C  1.74  4.46  -2.61
C  -1.71  0.62  3.86
C  -3.39  -0.01  1.98
C  -1.05  -1.64  -0.43
C  -1.13  -2.13  1.05
H  3.90  -3.57  1.13
H  -2.76  1.22  0.51
H  -0.19  0.70  -2.80
H  2.73  -0.17  -2.44
H  2.55  2.05  -2.89
H  1.92  4.86  -1.61
H  2.69  4.23  -3.09
H  1.21  5.22  -3.19
H  -0.69  0.56  4.20
H  -1.99  1.66  3.60
H  -2.34  0.26  4.64
H  -4.12  0.03  2.78
H  -3.67  -0.87  1.35
H  -1.21  -0.55  -0.46
H  -1.78  -2.13  -1.08
H  -1.83  -2.96  1.26